Density functional theory data (ωB97M-V/def2-TZVPD) for the molecule C11H14N2.

XYZ file:
```
27
Properties=species:S:1:pos:R:3:mulliken_charge:R:1
C 0.849 2.780 -0.400 -1.03
N 0.390 1.445 0.039 0.07
C -0.858 0.856 -0.089 -0.68
C -0.701 -0.550 -0.233 0.47
C -1.867 -1.420 -0.075 -0.55
C -3.133 -0.688 -0.367 -0.79
N -3.604 -0.110 0.891 -0.70
C 0.757 -0.828 -0.069 0.38
C 1.591 -1.970 -0.106 -0.64
C 2.940 -1.776 -0.066 -0.54
C 3.518 -0.597 0.414 -0.49
C 2.692 0.655 0.424 -0.48
C 1.378 0.479 0.139 -0.03
H 1.224 2.716 -1.513 0.25
H -0.124 3.368 -0.183 0.34
H 1.551 3.042 0.365 0.39
H -1.772 1.412 -0.072 0.50
H -1.859 -1.939 0.866 0.38
H -1.779 -2.160 -0.829 0.41
H -3.827 -1.291 -0.830 0.52
H -2.785 0.097 -1.031 0.41
H -2.838 0.380 1.402 0.30
H -4.369 0.529 0.681 0.22
H 1.280 -2.865 -0.506 0.42
H 3.624 -2.553 -0.316 0.38
H 4.618 -0.637 0.681 0.30
H 3.105 1.625 0.783 0.20
```

Results
SMILES: Cn1cc(CCN)c2ccccc21
Calculated total energy (a.u.): -536.993518
Total charge: 0
Max |F| (eV/A): 4.36
E_LUMO (eV): 0.83

=====

Density functional theory data (ωB97M-V/def2-TZVPD) for the molecule C3H10N2O.

XYZ file:
```
16
Properties=species:S:1:pos:R:3:mulliken_charge:R:1
N -0.147 -1.358 -2.287 -0.66
C 0.713 -0.456 -1.509 -0.39
N 0.544 -0.613 -0.121 -0.22
C 0.378 0.544 0.749 -0.33
C -0.756 0.383 1.712 -0.61
O -0.906 1.478 2.620 -0.50
H -1.084 -0.996 -2.271 0.21
H 0.099 -1.305 -3.275 0.26
H 0.475 0.579 -1.837 0.27
H 1.760 -0.525 -1.835 0.31
H 0.042 -1.403 0.235 0.24
H 0.042 1.380 0.114 0.22
H 1.332 0.839 1.190 0.29
H -0.699 -0.552 2.282 0.32
H -1.724 0.378 1.207 0.29
H -0.069 1.625 3.027 0.29
```

Results
SMILES: NCNCCO
Calculated total energy (a.u.): -305.013514
Total charge: 0
Max |F| (eV/A): 2.02
E_LUMO (eV): 0.97

=====

Density functional theory data (ωB97M-V/def2-TZVPD) for a structure of composition C5H8CsFO3.

XYZ file:
```
18
Properties=species:S:1:pos:R:3:mulliken_spin:R:1
C -0.565 2.490 1.540 0.00
C 0.669 2.929 2.277 0.00
H -1.426 2.393 2.216 0.00
H -0.829 3.235 0.779 0.00
H 1.419 3.363 1.601 0.00
H 0.435 3.661 3.062 0.00
F 1.273 1.832 2.915 0.00
O -0.403 -0.872 -1.947 0.05
C 0.246 -1.991 -2.246 0.01
C -0.888 -0.957 -0.649 0.85
O 0.650 -2.244 -3.360 0.02
O 0.320 -2.803 -1.220 0.01
C -0.316 -2.212 -0.069 -0.01
Cs 2.323 -4.902 -6.459 0.00
H -0.483 1.460 0.964 0.00
H -1.063 -2.916 0.321 0.03
H 0.448 -2.036 0.703 0.04
H -1.811 -0.430 -0.427 0.01
```

Results
Calculated total energy (a.u.): -540.778808
Total charge: +1
Max |F| (eV/A): 2.44
Spin multiplicity: 2
E_LUMO (spin up / spin down) (eV): -3.75 / -3.75

=====

Density functional theory data (ωB97M-V/def2-TZVPD) for a structure of composition C29H58O37S4.

XYZ file:
```
128
Properties=species:S:1:pos:R:3:mulliken_charge:R:1
C 4.500 -0.266 -4.864 -0.33
C 5.313 -1.302 -3.931 0.02
O 6.022 -0.474 -3.045 -0.31
S 5.574 1.161 -3.240 0.94
O 6.613 1.817 -4.037 -0.58
O 5.121 1.728 -2.014 -0.31
O 4.247 0.849 -4.070 -0.22
H 3.493 -0.663 -5.063 0.23
H 5.038 0.013 -5.769 0.36
H 6.074 -1.776 -4.534 0.35
H 4.822 -2.130 -3.462 -0.16
C 1.965 -5.070 -4.675 -0.45
C 0.557 -4.747 -4.073 -0.29
O 0.848 -4.200 -2.782 -0.25
S 2.365 -3.666 -2.649 1.17
O 2.861 -4.178 -1.394 -0.62
O 2.432 -2.303 -2.965 -0.41
O 2.952 -4.521 -3.845 -0.39
H 2.141 -4.571 -5.625 0.28
H 2.214 -6.103 -4.850 0.27
H -0.095 -5.639 -3.988 0.29
H -0.060 -4.063 -4.665 0.35
C -1.043 -2.166 4.590 0.65
C -2.525 -1.694 4.513 -0.32
O -2.700 -0.846 5.683 -0.31
S -1.312 -0.245 6.194 0.97
O -1.019 -0.693 7.533 -0.60
O -1.244 1.189 5.989 -0.52
O -0.397 -1.016 5.090 -0.19
H -0.619 -2.346 3.595 -0.64
H -0.868 -3.126 5.072 0.39
H -3.215 -2.514 4.789 0.55
H -2.840 -1.171 3.613 0.03
C -0.183 -3.700 0.693 0.33
C -1.146 -4.501 -0.219 0.56
O -1.119 -5.804 0.404 -0.42
S -1.223 -5.585 1.958 1.08
O -0.465 -6.590 2.666 -0.59
O -2.590 -5.405 2.317 -0.58
O -0.550 -4.077 1.986 0.06
H -0.450 -2.679 0.562 -0.46
H 0.889 -3.774 0.581 0.17
H -0.666 -4.597 -1.204 -0.36
H -2.201 -4.124 -0.306 0.36
C -5.383 0.676 -0.663 -0.61
O -4.401 -0.240 0.024 0.01
C -3.991 -1.256 -0.680 0.75
O -3.303 -2.158 -0.166 -0.54
O -4.440 -1.251 -1.885 -0.37
C -4.044 -2.317 -2.806 -0.72
H -6.108 0.121 -1.163 0.47
H -4.767 1.286 -1.329 0.18
H -5.802 1.273 0.206 0.10
H -3.841 -3.195 -2.216 0.35
H -3.175 -1.969 -3.349 0.19
H -4.918 -2.484 -3.416 0.28
C 3.497 3.614 1.120 -0.02
O 3.740 4.004 -0.286 -0.17
C 3.648 5.302 -0.579 0.67
O 3.398 5.737 -1.676 -0.60
O 3.907 6.079 0.473 -0.40
C 3.731 7.537 0.177 -0.66
H 2.680 2.892 1.068 -0.27
H 3.328 4.527 1.679 0.38
H 4.436 3.186 1.429 0.27
H 2.733 7.750 -0.130 0.29
H 4.445 7.764 -0.613 0.30
H 4.038 7.939 1.131 0.25
C -4.498 3.754 2.408 -0.67
O -4.132 2.338 2.686 0.07
C -5.126 1.745 3.315 0.48
O -6.263 2.131 3.509 -0.62
O -4.668 0.571 3.562 0.00
C -5.670 -0.113 4.389 -0.91
H -4.951 4.188 3.296 0.40
H -5.163 3.857 1.569 0.31
H -3.530 4.204 2.234 -0.04
H -6.607 -0.214 3.823 0.34
H -5.828 0.519 5.239 0.38
H -5.255 -1.091 4.684 0.18
C 6.123 -2.192 0.029 -0.70
O 4.873 -1.775 0.543 -0.05
C 4.411 -2.630 1.425 0.68
O 4.953 -3.695 1.721 -0.63
O 3.274 -2.151 1.908 -0.06
C 2.714 -3.035 2.872 -0.71
H 6.895 -2.283 0.791 0.31
H 6.244 -1.408 -0.707 0.10
H 6.041 -3.182 -0.436 0.31
H 1.742 -2.633 3.148 -0.08
H 3.381 -3.094 3.729 0.44
H 2.676 -4.025 2.407 0.40
C -0.873 0.116 -2.432 0.11
O -1.285 0.628 -3.744 -0.37
C -2.443 1.292 -3.798 0.68
O -3.138 1.539 -2.816 -0.49
O -2.741 1.585 -5.056 -0.41
C -1.842 1.280 -6.220 -0.64
H -1.753 -0.126 -1.848 -0.20
H -0.242 0.844 -1.956 0.32
H -0.324 -0.779 -2.712 -0.04
H -2.113 1.999 -6.984 0.27
H -1.974 0.272 -6.638 0.24
H -0.843 1.448 -5.897 0.33
C -2.265 4.035 -0.511 -0.84
O -1.383 4.183 0.646 0.16
C -1.006 5.440 0.857 0.59
O -1.204 6.340 0.073 -0.61
O -0.305 5.632 2.005 -0.39
C -0.388 4.493 2.935 0.21
H -1.675 4.485 -1.291 0.35
H -3.019 4.811 -0.346 0.44
H -2.630 3.034 -0.568 0.12
H -0.184 4.943 3.917 0.28
H 0.368 3.803 2.529 0.03
H -1.347 3.993 2.888 -0.25
C 2.394 0.058 -0.396 0.74
O 1.727 0.817 0.662 -0.38
C 0.508 0.471 0.992 -0.03
O -0.125 -0.466 0.519 -0.08
O 0.061 1.241 2.014 -0.47
C -1.344 0.994 2.405 0.72
H 2.649 -0.894 0.029 -0.33
H 3.247 0.691 -0.565 -0.12
H 1.717 -0.058 -1.220 -0.02
H -1.864 1.688 1.794 0.03
H -1.368 1.199 3.479 0.01
H -1.550 -0.064 2.200 -0.14
```

Results
Calculated total energy (a.u.): -5516.273082
Total charge: 0
Max |F| (eV/A): 4.21
E_LUMO (eV): -0.59

=====

Density functional theory data (ωB97M-V/def2-TZVPD) for a cluster of 2 separate species, CHF2P in total.

XYZ file:
```
5
Properties=species:S:1:pos:R:3:mulliken_charge:R:1
C 0.519 1.013 -0.270 0.13
F 1.055 0.503 -1.348 -0.06
F 1.510 1.067 0.592 -0.10
P -1.381 -1.698 -0.094 -0.02
H -1.703 -0.885 1.120 0.06
```

Results
Calculated total energy (a.u.): -579.595739
Total charge: 0
Max |F| (eV/A): 1.38
E_LUMO (spin up / spin down) (eV): -1.65 / -1.54

=====

Density functional theory data (ωB97M-V/def2-TZVPD) for a cluster of 2 separate species, C3H5I in total.

XYZ file:
```
9
Properties=species:S:1:pos:R:3:mulliken_charge:R:1
C 0.830 -1.369 -0.824 -0.49
C 0.531 -0.174 -1.177 -0.19
C -0.131 1.187 0.390 -0.87
I 0.692 0.801 -2.954 0.10
H 1.237 -1.968 -1.579 0.33
H 0.641 -1.521 0.230 0.21
H -0.501 0.487 1.105 0.33
H 0.893 1.594 0.669 0.27
H -0.761 1.950 -0.222 0.30
```

Results
Calculated total energy (a.u.): -414.867155
Total charge: 0
Max |F| (eV/A): 5.99
E_LUMO (eV): 0.58